Formula: C5H13NS
Source: the Open Molecules 2025 dataset
Level of theory: ωB97M-V with the def2-TZVPD basis set

The geometry in XYZ format:
```
20
Properties=species:S:1:pos:R:3:nbo_charge:R:1
S 1.641 0.380 1.421 0.18
N -0.809 1.654 0.081 -0.85
C -1.699 0.628 -2.004 -0.62
C -0.715 -0.832 0.059 -0.41
C 2.970 -0.831 0.987 -0.75
C -0.711 0.498 -0.830 -0.04
C 0.104 -0.596 1.420 -0.54
H 2.645 -0.889 -0.043 0.22
H 3.979 -0.463 1.235 0.24
H 0.520 -1.479 1.856 0.22
H -1.581 1.581 0.716 0.34
H 2.864 -1.773 1.540 0.21
H -1.646 -0.311 -2.472 0.20
H -0.471 -1.714 -0.522 0.21
H -2.735 0.913 -1.793 0.21
H -0.888 2.536 -0.267 0.36
H -1.377 1.342 -2.701 0.21
H -0.655 -0.228 2.147 0.23
H 0.339 0.494 -1.164 0.19
H -1.777 -0.910 0.333 0.19
```

Charge: 0
SMILES string: CSCC[C@@H](C)N
E_HOMO in eV: -8.00
Energy relative to the best compared isomer or geometry (same formula, charge and spin) in kcal/mol: 32.7
Kohn-Sham gap in eV: 9.044

***

Formula: C5H13NS
Source: the Open Molecules 2025 dataset
Level of theory: ωB97M-V with the def2-TZVPD basis set

The geometry in XYZ format:
```
20
Properties=species:S:1:pos:R:3:nbo_charge:R:1
S -2.906 -0.978 -0.030 -0.06
N 2.062 -0.411 -0.304 -0.62
C 1.165 1.903 -0.145 -0.62
C -0.375 -0.069 -0.331 -0.42
C -1.412 -0.273 0.742 -0.50
C 3.408 0.173 -0.377 -0.42
C 0.988 0.447 0.224 -0.04
H 3.397 1.061 -0.999 0.20
H 4.039 -0.567 -0.866 0.20
H 0.311 2.510 0.164 0.22
H -3.813 -0.587 0.875 0.12
H -1.765 0.624 1.236 0.21
H 1.223 2.018 -1.226 0.21
H 0.916 0.376 1.311 0.16
H -1.060 -0.981 1.497 0.21
H 3.884 0.415 0.584 0.16
H -0.740 0.577 -1.125 0.21
H 2.131 -1.206 0.322 0.35
H -0.144 -1.022 -0.813 0.22
H 2.096 2.338 0.218 0.21
```

Charge: 0
SMILES string: CN[C@@H](C)CCS
E_HOMO in eV: -8.86
Energy relative to the best compared isomer or geometry (same formula, charge and spin) in kcal/mol: 12.6
Kohn-Sham gap in eV: 9.837

***

Formula: C5H13NSi
Source: the Open Molecules 2025 dataset
Level of theory: ωB97M-V with the def2-TZVPD basis set

The geometry in XYZ format:
```
20
Properties=species:S:1:pos:R:3:nbo_charge:R:1
Si -0.876 -0.502 0.370 1.50
N -0.936 -1.563 -1.026 -1.28
C 0.658 0.609 -0.008 -0.38
C 2.485 -1.127 0.361 -0.64
C 0.279 2.024 -0.548 -0.63
C 1.921 0.193 -0.050 -0.17
C -2.543 0.366 0.479 -1.13
H 2.647 0.862 -0.343 0.17
H 1.246 2.431 -0.736 0.21
H -0.487 -2.479 -0.909 0.39
H -3.041 0.408 -0.459 0.24
H -2.454 1.493 0.785 0.25
H 2.593 -1.147 1.370 0.22
H -1.792 -1.735 -1.470 0.38
H -0.278 1.778 -1.331 0.21
H -0.147 2.479 0.292 0.21
H 1.835 -1.899 0.256 0.21
H -0.536 -1.379 1.693 -0.21
H 3.458 -1.387 -0.147 0.21
H -3.246 -0.111 1.169 0.25
```

Charge: 0
SMILES string: C/C=C(/C)[Si@@H](C)N
E_HOMO in eV: -8.95
Energy relative to the best compared isomer or geometry (same formula, charge and spin) in kcal/mol: 30.1
Kohn-Sham gap in eV: 9.893

***

Formula: C5H13O2
Source: the Open Molecules 2025 dataset
Level of theory: ωB97M-V with the def2-TZVPD basis set

The geometry in XYZ format:
```
20
Properties=species:S:1:pos:R:3:nbo_charge:R:1
O 0.577 -2.207 0.418 -0.89
O 2.120 -0.834 1.715 -1.13
C -1.007 0.622 -1.731 -0.60
C 0.599 1.870 -0.203 -0.60
C -0.699 -0.146 0.658 -0.43
C -0.707 -1.661 0.539 -0.03
C -0.053 0.529 -0.531 -0.24
H 1.400 -1.509 1.090 0.48
H 0.807 2.446 -1.112 0.18
H -1.296 -1.963 -0.355 0.11
H 2.905 -1.400 1.793 0.43
H -0.552 0.997 -2.652 0.19
H -0.090 0.100 1.531 0.23
H 1.519 1.729 0.373 0.23
H -1.220 -2.081 1.424 0.12
H -1.856 1.276 -1.482 0.18
H -1.440 -0.370 -1.889 0.21
H -0.052 2.493 0.432 0.18
H 0.752 -0.135 -0.859 0.23
H -1.709 0.242 0.842 0.17
```

Charge: -1
E_HOMO in eV: -3.55
Energy relative to the best compared isomer or geometry (same formula, charge and spin) in kcal/mol: 1.5
Kohn-Sham gap in eV: 7.525

***

Formula: C5H13O3
Source: the Open Molecules 2025 dataset
Level of theory: ωB97M-V with the def2-TZVPD basis set

The geometry in XYZ format:
```
21
Properties=species:S:1:pos:R:3:nbo_charge:R:1
O -0.436 0.461 -1.890 -0.87
O -1.022 -1.865 -0.897 -1.13
O 0.456 -2.805 0.999 -1.03
C 1.353 1.340 -0.413 -0.40
C 0.599 0.841 0.930 -0.45
C -0.907 1.323 0.959 -0.14
C 0.945 0.509 -1.656 -0.05
C -1.883 0.790 1.711 -0.45
H -1.168 -2.515 -1.574 0.44
H -0.788 -0.706 -1.397 0.52
H 1.358 -0.523 -1.469 0.13
H -2.976 0.923 1.587 0.19
H 0.824 -3.441 0.417 0.44
H -1.174 2.199 0.244 0.20
H 1.146 1.445 1.769 0.19
H -0.322 -2.402 0.416 0.52
H 1.528 0.823 -2.551 0.12
H 2.507 1.423 -0.295 0.18
H -1.746 0.069 2.551 0.18
H 0.673 -0.250 1.135 0.25
H 1.032 2.362 -0.579 0.18
```

Charge: -1
E_HOMO in eV: -4.30
Energy relative to the best compared isomer or geometry (same formula, charge and spin) in kcal/mol: 23.5
Kohn-Sham gap in eV: 8.384

***

Formula: C5H13O3Sc
Source: the Open Molecules 2025 dataset
Level of theory: ωB97M-V with the def2-TZVPD basis set

The geometry in XYZ format:
```
22
Properties=species:S:1:pos:R:3:nbo_charge:R:1
Sc 0.382 0.186 -1.184 2.20
O 1.748 1.070 -0.134 -0.80
O 1.234 -1.546 -0.372 -0.63
O -1.589 0.371 -0.560 -0.65
C 2.765 0.193 0.252 -0.13
C -1.969 1.741 -0.380 -0.32
C 2.182 -1.162 0.637 -0.11
C 0.613 -2.806 -0.154 -0.28
C -2.427 -0.595 0.066 -0.28
H -1.014 2.384 -0.065 0.23
H 0.097 -2.814 0.818 0.21
H -2.761 1.788 0.381 0.25
H -1.796 -1.360 0.537 0.21
H 3.316 0.573 1.132 0.25
H 3.528 0.043 -0.536 0.21
H 2.955 -1.940 0.719 0.25
H -3.164 -0.922 -0.675 0.24
H -2.962 -0.150 0.916 0.24
H 1.625 -1.072 1.585 0.21
H -2.473 2.247 -1.214 0.25
H -0.160 -2.965 -0.913 0.21
H 1.373 -3.599 -0.164 0.25
```

Charge: +2
E_HOMO in eV: -18.76
Energy relative to the best compared isomer or geometry (same formula, charge and spin) in kcal/mol: 0.0
Kohn-Sham gap in eV: 9.229

***

Formula: C5H13O6PS
Source: the Open Molecules 2025 dataset
Level of theory: ωB97M-V with the def2-TZVPD basis set

The geometry in XYZ format:
```
26
Properties=species:S:1:pos:R:3:nbo_charge:R:1
S -1.205 -0.623 -0.601 2.16
P 0.878 0.560 1.051 2.57
O 1.513 1.837 0.270 -0.82
O 2.050 -0.250 1.764 -0.81
O 0.456 -0.334 -0.257 -1.02
O -1.852 0.701 -0.532 -0.90
O -0.151 0.803 2.024 -1.09
O -1.012 -0.985 -2.160 -0.71
C -0.788 -0.053 -3.239 -0.24
C 1.015 3.145 0.463 -0.26
C 3.063 -0.988 1.041 -0.25
C -2.109 -1.914 0.004 -0.68
C -2.524 -1.563 1.439 -0.64
H 2.714 -1.945 0.688 0.20
H 0.340 3.094 1.283 0.21
H -1.652 0.506 -3.302 0.20
H -0.757 -0.659 -4.234 0.21
H -2.602 -0.542 1.602 0.24
H -3.428 -2.255 1.751 0.22
H 3.233 -0.455 0.054 0.18
H -1.613 -2.914 0.016 0.24
H 1.750 4.029 0.566 0.20
H -1.797 -1.997 2.210 0.20
H 0.173 0.431 -3.082 0.20
H 3.935 -0.891 1.652 0.21
H 0.371 3.262 -0.473 0.19
```

Charge: 0
SMILES string: CC=[S@](=O)(OC)OP(=O)(OC)OC
E_HOMO in eV: -8.46
Energy relative to the best compared isomer or geometry (same formula, charge and spin) in kcal/mol: 0.0
Kohn-Sham gap in eV: 9.005

***

Formula: C5H13OP
Source: the Open Molecules 2025 dataset
Level of theory: ωB97M-V with the def2-TZVPD basis set

The geometry in XYZ format:
```
20
Properties=species:S:1:pos:R:3:nbo_charge:R:1
P -1.013 -0.869 0.609 0.58
O -2.634 1.476 0.073 -0.84
C -0.560 1.778 0.496 -0.12
C 1.654 0.257 0.859 -0.58
C 0.521 0.645 -1.356 -0.63
C -0.447 -2.424 -0.198 -0.96
C 0.293 0.698 0.136 -0.31
H -0.777 2.701 -0.150 0.25
H 1.478 0.192 1.914 0.22
H -0.846 1.950 1.498 0.22
H 1.397 1.269 -1.659 0.22
H -0.636 -2.281 -1.217 0.21
H 2.325 1.071 0.617 0.21
H -1.288 -3.080 0.278 0.25
H -0.340 -1.411 1.827 -0.03
H -1.869 0.896 -0.379 0.41
H 0.565 -0.338 -1.735 0.21
H 2.061 -0.664 0.348 0.23
H -0.420 1.070 -1.780 0.22
H 0.538 -2.936 -0.181 0.23
```

Charge: 0
E_HOMO (alpha / beta) in eV: -8.47 / -8.47
Energy relative to the best compared isomer or geometry (same formula, charge and spin) in kcal/mol: 135.5
Kohn-Sham gap (alpha / beta) in eV: 8.035 / 8.035

***

Formula: C5H13OP
Source: the Open Molecules 2025 dataset
Level of theory: ωB97M-V with the def2-TZVPD basis set

The geometry in XYZ format:
```
20
Properties=species:S:1:pos:R:3:nbo_charge:R:1
P -2.774 -0.438 0.120 0.30
O 1.902 0.733 1.122 -0.72
C 1.113 -0.092 0.288 0.12
C 0.479 -1.276 1.040 -0.65
C 0.212 0.679 -0.567 -0.34
C 2.194 -0.556 -0.762 -0.59
C -1.949 1.178 0.048 -0.72
H -1.714 1.738 0.990 0.23
H 2.260 0.443 -1.324 0.22
H -2.129 1.626 -0.895 0.21
H 0.553 -1.123 2.124 0.23
H 3.092 -0.843 -0.244 0.23
H 1.783 -1.305 -1.600 0.21
H -4.066 0.004 0.187 -0.04
H 0.982 -2.248 0.762 0.22
H -0.093 0.278 -1.551 0.21
H 1.368 1.383 1.555 0.47
H 0.383 1.811 -0.765 0.22
H -0.695 -1.467 0.845 0.23
H -2.901 -0.523 -1.374 -0.03
```

Charge: 0
E_HOMO in eV: -8.44
Energy relative to the best compared isomer or geometry (same formula, charge and spin) in kcal/mol: 106.5
Kohn-Sham gap in eV: 9.177

***

Formula: C5H13S
Source: the Open Molecules 2025 dataset
Level of theory: ωB97M-V with the def2-TZVPD basis set

The geometry in XYZ format:
```
19
Properties=species:S:1:pos:R:3:nbo_charge:R:1
S 0.362 -0.635 -0.248 -0.70
C 1.358 0.457 2.637 -0.63
C -0.691 0.132 -2.669 -0.40
C -0.618 -1.030 -1.690 -0.53
C -1.198 1.444 -2.064 -0.62
C 0.922 -0.958 2.990 -0.62
H -1.264 -0.099 -3.617 0.16
H 1.709 -1.626 3.486 0.16
H 0.118 -1.046 3.745 0.17
H -1.651 -1.311 -1.456 0.16
H 2.267 0.461 2.029 0.21
H 0.569 -1.463 2.097 0.26
H 0.484 0.870 2.077 0.25
H -1.456 2.227 -2.794 0.18
H 0.380 0.359 -2.980 0.19
H -2.219 1.337 -1.557 0.18
H -0.544 1.802 -1.270 0.24
H -0.220 -1.883 -2.284 0.17
H 1.695 0.963 3.569 0.17
```

Charge: -1
E_HOMO in eV: -2.42
Energy relative to the best compared isomer or geometry (same formula, charge and spin) in kcal/mol: 11.6
Kohn-Sham gap in eV: 6.658

***

Formula: C5H14
Source: the Open Molecules 2025 dataset
Level of theory: ωB97M-V with the def2-TZVPD basis set

The geometry in XYZ format:
```
19
Properties=species:S:1:pos:R:3:nbo_charge:R:1
C -0.930 2.305 2.213 -0.70
C -0.648 1.042 1.512 -0.99
C 1.595 -1.082 -0.516 -0.76
C -0.309 -1.732 -2.111 -0.72
C 0.347 -0.605 -1.224 -0.54
H 1.694 -2.138 -0.219 0.20
H 0.535 0.353 -1.797 0.20
H 1.635 -0.574 0.514 0.20
H 2.488 -0.855 -1.168 0.18
H -0.398 -0.485 -0.299 0.21
H -0.660 -1.268 -3.069 0.18
H -1.541 0.710 0.965 0.18
H 0.184 1.083 0.833 0.20
H -1.798 2.218 2.991 0.18
H 0.350 -2.486 -2.428 0.19
H -1.161 3.175 1.519 0.19
H 0.017 2.633 2.720 0.19
H -1.289 -2.098 -1.917 0.21
H -0.384 0.163 2.112 0.19
```

⟨S²⟩: 0.750
Charge: -1
E_HOMO (alpha / beta) in eV: 1.45 / -7.05
Multiplicity: 2
Energy relative to the best compared isomer or geometry (same formula, charge and spin) in kcal/mol: 28.9
Kohn-Sham gap (alpha / beta) in eV: 2.662 / 11.331

***

Formula: C5H14
Source: the Open Molecules 2025 dataset
Level of theory: ωB97M-V with the def2-TZVPD basis set

The geometry in XYZ format:
```
19
Properties=species:S:1:pos:R:3:nbo_charge:R:1
C 0.485 -1.607 -2.474 -0.70
C 0.501 2.500 1.719 -0.86
C 0.484 -1.020 -1.047 -0.64
C -0.700 -1.584 -0.211 -0.68
C -0.711 1.529 1.899 -0.76
H 0.231 3.531 1.958 0.18
H 0.888 -2.602 -2.632 0.19
H -0.315 -1.784 0.792 0.20
H -1.093 -2.500 -0.639 0.19
H 1.432 -1.162 -0.524 0.19
H 1.303 2.287 2.432 0.18
H 0.874 2.439 0.697 0.19
H -1.317 1.685 1.008 0.19
H -1.466 -0.811 -0.169 0.20
H -0.297 0.545 2.095 0.20
H 0.964 -0.850 -3.110 0.19
H -1.270 1.881 2.768 0.18
H -0.544 -1.641 -2.841 0.19
H 0.431 0.067 -1.125 0.19
```

⟨S²⟩: 0.750
Charge: -1
E_HOMO (alpha / beta) in eV: 1.54 / -7.70
Multiplicity: 2
Energy relative to the best compared isomer or geometry (same formula, charge and spin) in kcal/mol: 9.6
Kohn-Sham gap (alpha / beta) in eV: 2.676 / 11.901